Computed, not measured: C39H51N6O5P2S3Sb2Si3Ti as an isolated structure, with ωB97M-V/def2-TZVPD.

Geometry as ORCA input:
```
! wB97M-V def2-TZVPD RIJCOSX def2/J DEFGRID3
* xyz -1 1
Ti 10.13366 12.80297 12.52491
S 9.36328 14.50448 8.34819
Sb 9.09224 15.22826 10.51931
S 8.10690 13.31249 11.74675
S 11.27181 14.58139 11.80140
N 10.81281 14.73196 15.76373
P 9.54638 14.20627 14.77348
C 8.71474 15.74054 14.37870
C 7.37138 15.98853 14.31639
C 6.87932 17.18754 13.78614
C 7.81616 18.15461 13.35766
C 9.18682 17.89154 13.44050
C 9.63064 16.69715 13.93199
C 8.51857 13.19687 15.90254
C 7.52284 12.36729 15.42804
C 6.88591 11.47361 16.33203
C 7.18456 11.37825 17.65403
C 8.16519 12.24691 18.13127
C 8.86242 13.12619 17.27878
P 12.26964 13.99241 15.86363
C 12.75899 14.17053 17.52931
C 12.99489 15.37952 18.20542
C 13.16945 15.45871 19.58112
C 13.26021 14.27391 20.38049
C 13.04516 13.14499 19.68706
C 12.92618 13.07046 18.30537
C 13.39233 15.24600 15.16980
C 13.18397 16.60795 15.31078
C 14.08244 17.58911 14.84531
C 15.28213 17.21559 14.28132
C 15.49853 15.84132 14.15716
C 14.61825 14.91342 14.61062
H 10.54743 15.65672 16.10691
H 6.49317 15.29457 14.59994
H 5.79245 17.46048 13.72390
H 7.46833 19.14382 13.00948
H 9.88961 18.62287 13.03895
H 10.66699 16.55151 13.82797
H 7.25630 12.42264 14.35273
H 6.18199 10.85297 15.86176
H 6.79810 10.58597 18.29240
H 8.39131 12.18360 19.19898
H 9.50032 13.91949 17.82139
H 12.97456 16.29291 17.63591
H 13.27129 16.39588 20.01645
H 13.33915 14.33454 21.41965
H 12.99041 12.16750 20.12203
H 12.89020 12.03573 17.95587
H 12.20517 17.01379 15.65646
H 13.73596 18.64422 14.96758
H 15.94963 17.99109 13.87216
H 16.37097 15.50402 13.61341
H 14.87893 13.86094 14.50841
O 12.93480 9.85982 17.14743
C 12.30033 10.25382 16.20945
C 13.02234 10.71272 14.94704
O 14.18348 10.68590 14.68785
C 11.94676 11.28674 14.16839
C 10.68259 11.01887 14.70256
O 9.71419 11.46914 14.02534
C 10.76112 10.39774 16.00655
O 9.82880 9.94278 16.63346
O 12.03667 12.06308 13.12868
N 14.29390 11.77114 11.59712
N 15.59842 11.66040 11.27414
N 16.52421 12.56315 11.45460
C 17.54102 12.04094 10.78231
N 17.25787 10.83031 10.23738
N 16.02816 10.58415 10.53349
H 14.11910 11.83294 12.54557
H 13.75219 12.37444 11.03682
H 18.49291 12.50354 10.68675
C 10.63007 8.04166 13.26039
Si 11.58908 8.67156 11.77903
C 13.39736 8.74740 12.27003
C 11.34785 7.26599 10.54523
Sb 10.68723 10.80561 10.63125
Si 12.10388 11.11784 8.58677
C 12.95312 12.77458 8.67083
C 13.33881 9.71938 8.43104
C 10.91489 11.14869 7.20649
Si 8.47199 9.76734 9.69725
C 8.48661 8.13284 8.65568
C 7.27302 11.19067 9.08897
C 7.74337 9.14103 11.27430
H 11.42826 7.40685 13.78184
H 9.84855 7.39344 12.91713
H 10.26366 8.70324 13.98037
H 13.56092 9.45484 13.09971
H 14.11149 9.08261 11.50089
H 13.64951 7.72047 12.62190
H 12.09993 6.43531 10.78409
H 11.38465 7.34652 9.47160
H 10.40827 6.73544 10.71901
H 12.34178 13.39456 9.36793
H 13.98582 12.76974 8.89505
H 13.02869 13.24394 7.66386
H 13.92262 9.46678 9.33130
H 13.99715 9.91801 7.62967
H 12.66335 8.90617 7.96278
H 10.44622 12.16736 7.26035
H 10.12401 10.39376 7.11413
H 11.36478 11.16974 6.22658
H 8.80708 8.21475 7.62148
H 7.43194 7.80885 8.62057
H 9.04573 7.40198 9.17556
H 7.68485 12.11759 8.73386
H 6.65297 11.31880 9.96876
H 6.67140 10.79669 8.22914
H 6.73351 8.73953 11.08979
H 7.74138 9.93966 12.00643
H 8.34617 8.27848 11.62317
*
```

Values from the calculation:
ΔE to the lowest compared entry with this formula, charge and spin   166.90 kJ/mol
LUMO   0.070 hartree
HOMO energy   -5.034 eV
Orbital gap   6.94 eV



Computed, not measured: a single C12H20BBrN2O molecule, with ωB97M-V/def2-TZVPD.

Geometry as ORCA input:
```
! wB97M-V def2-TZVPD RIJCOSX def2/J DEFGRID3
* xyz 0 1
N -1.69604 2.23004 -2.52184
C -0.25089 2.02434 -2.63157
C 0.26302 0.70810 -1.98186
B -0.39574 -0.58698 -2.58070
Br -0.23300 -0.84246 -4.53809
C -1.19770 -1.67546 -1.78895
C -0.75384 -1.87753 -0.31389
C 0.75298 -2.03911 -0.12752
N 1.12284 -2.39438 1.26283
C 1.83606 -1.29417 1.92665
C 0.83366 -0.14604 2.12776
C -0.34871 -0.46011 2.77731
C -1.28014 0.54624 2.93105
C -1.02039 1.82271 2.47685
C 0.15625 2.14338 1.84889
C 1.08933 1.12528 1.67335
O 2.28292 1.38089 1.04478
H -1.99856 2.03155 -1.57551
H -2.19584 1.66745 -3.19976
H 0.04985 2.07118 -3.68288
H 0.23987 2.86619 -2.12049
H 1.35054 0.68068 -2.16853
H 0.08834 0.74201 -0.89690
H -1.25618 -2.63313 -2.32416
H -2.24393 -1.31265 -1.75596
H -1.18985 -1.06927 0.28579
H -1.23046 -2.79649 0.05646
H 1.08974 -2.88012 -0.75492
H 1.33891 -1.15411 -0.41578
H 1.70152 -3.22451 1.27380
H 2.25362 -1.60261 2.89324
H 2.67909 -0.93005 1.31682
H -0.48730 -1.47583 3.13136
H -2.22497 0.30257 3.41288
H -1.78268 2.58300 2.63868
H 0.33175 3.15145 1.47766
H 2.32593 2.31795 0.82314
*
```

Values from the calculation:
LUMO   0.019 hartree
HOMO energy   -8.783 eV
SMILES string   NCCB(Br)CCCNCc1ccccc1O
Orbital gap   9.31 eV



> Which formula does entry 2 have?

C12H20BBrN2O



> Which of these has the highest HOMO energy?

C39H51N6O5P2S3Sb2Si3Ti



> LUMO of number 1 (C39H51N6O5P2S3Sb2Si3Ti)?

0.070 hartree